No. 1
Computed, not measured: 2 unconnected molecules or ions with the total composition CH4NO2S, with ωB97M-V/def2-TZVPD.

```
9
Properties=species:S:1:pos:R:3:forces:R:3:mulliken_charge:R:1
C 1.0347 -1.1078 -0.8855 -0.864 -0.345 -0.116 -0.721
N -1.5816 0.0537 1.4929 -0.270 0.725 -0.146 -0.511
O 0.0963 1.2604 -1.6801 -0.892 -0.249 -0.239 -0.583
O 1.9815 1.1023 -0.1935 0.774 0.879 1.432 -0.591
S 0.7104 0.5190 -0.5795 0.370 -0.137 -0.764 0.601
H 1.2821 -1.5519 0.0696 0.378 -0.203 0.135 0.220
H 0.1990 -1.6260 -1.3437 -0.209 -0.033 -0.114 0.267
H -2.2470 0.5765 0.8970 0.298 -0.415 -0.237 0.171
H -1.4755 0.7739 2.2230 0.415 -0.222 0.049 0.148
```
Positions in Å, forces in eV/Å.

Computed properties:
Total charge = -1
ΔE to the lowest compared entry with this formula, charge and spin = 136.8 kcal/mol
F_max = 1.85 eV Å⁻¹
Spin multiplicity = 1
E_tot = -643.81480 hartree
Kohn-Sham gap (alpha / beta) = 7.5 / 5.9 eV
HOMO energy (alpha / beta) = -3.79 / -2.73 eV



No. 2
Computed, not measured: a molecular structure, CH4NO2S, with ωB97M-V/def2-TZVPD.

```
9
Properties=species:S:1:pos:R:3:forces:R:3:mulliken_charge:R:1
C 1.1641 -0.3444 0.3268 -1.672 -1.484 -1.135 -0.488
N 0.2739 0.7599 0.6858 -0.869 0.937 -2.045 -0.723
O -1.4168 -1.0078 -0.8548 -0.344 0.098 -0.043 -0.541
O -2.5775 1.1809 -0.5591 1.312 -1.061 0.618 -0.560
S -1.8458 0.0399 0.0862 0.353 1.133 -0.041 0.537
H 1.8351 -0.8069 1.0839 -0.308 0.816 0.002 0.215
H 0.4623 -1.2547 -0.0235 1.744 1.565 0.214 0.144
H 1.7177 0.0645 -0.5336 0.506 -1.163 0.190 0.187
H 0.3871 1.3685 -0.2117 -0.722 -0.842 2.239 0.229
```
Positions in Å, forces in eV/Å.

Computed properties:
Total charge = -1
ΔE to the lowest compared entry with this formula, charge and spin = 77.6 kcal/mol
F_max = 2.51 eV Å⁻¹
Spin multiplicity = 1
E_tot = -643.90928 hartree
Kohn-Sham gap = 7.3 eV
HOMO energy = -3.10 eV



No. 3
Computed, not measured: 2 unconnected molecules or ions with the total composition CH4NO3S, with ωB97M-V/def2-TZVPD.

```
10
Properties=species:S:1:pos:R:3:forces:R:3:mulliken_charge:R:1
C 0.1207 -0.2158 -0.5310 -1.029 -1.218 0.386 -0.736
N -1.1796 3.6093 -0.3879 -2.890 2.228 0.920 -0.064
O -0.0525 1.6869 1.3255 -0.706 0.871 -0.141 -0.687
O 1.0442 -0.4152 1.8974 0.441 0.485 -0.248 -0.650
O -2.1379 4.3735 -0.0385 3.327 -3.065 -0.850 -0.318
S 1.0042 0.7251 0.9187 0.008 -2.211 -0.175 0.456
H 0.5413 -0.0525 -1.5535 -0.102 -0.042 0.793 0.250
H 0.0968 -1.4143 -0.2819 -0.007 3.152 -0.536 0.216
H -0.9219 0.2694 -0.4925 1.312 -1.072 -0.124 0.151
H -1.0552 2.7535 0.2580 -0.355 0.873 -0.027 0.382
```
Positions in Å, forces in eV/Å.

Computed properties:
Total charge = -1
ΔE to the lowest compared entry with this formula, charge and spin = 76.7 kcal/mol
F_max = 4.60 eV Å⁻¹
Spin multiplicity = 1
E_tot = -719.08887 hartree
Kohn-Sham gap (alpha / beta) = 6.8 / 6.8 eV
HOMO energy (alpha / beta) = -3.62 / -3.62 eV



No. 4
Computed, not measured: CH4NOP in the gas phase, with ωB97M-V/def2-TZVPD.

```
8
Properties=species:S:1:pos:R:3:forces:R:3:mulliken_charge:R:1
C 0.7495 -0.4904 -0.8831 0.562 2.841 -0.586 -0.255
N -0.4308 0.7568 1.1288 -2.219 0.287 0.104 -0.608
O -0.6630 -0.6673 -1.1356 -0.537 0.338 -0.650 -0.324
P -0.3329 -0.8637 0.4500 0.366 1.154 1.248 0.178
H 1.3099 -1.2697 -1.2527 1.275 -1.665 -1.094 0.284
H 1.1943 0.5624 -1.1609 -1.170 -2.031 0.954 0.209
H -0.5880 0.6174 2.1528 -0.198 0.542 -1.160 0.256
H -1.2390 1.3544 0.7007 1.920 -1.466 1.184 0.260
```
Positions in Å, forces in eV/Å.

Computed properties:
ΔE to the lowest compared entry with this formula, charge and spin = 32.1 kcal/mol
F_max = 2.95 eV Å⁻¹
Spin multiplicity = 1
E_tot = -511.81300 hartree
Kohn-Sham gap = 10.2 eV
SMILES = NP1CO1
HOMO energy = -9.00 eV



No. 5
Computed, not measured: a gas-phase ion, CH4NOS2 (charge +1), with ωB97M-V/def2-TZVPD.

```
9
Properties=species:S:1:pos:R:3:forces:R:3:mulliken_charge:R:1
C 0.5380 -0.1659 -0.3540 -0.507 0.018 0.887 0.629
N -0.6145 -0.7134 -0.6379 -0.914 -0.560 1.837 -0.314
O 1.4172 -0.3925 -1.2820 0.019 0.342 -0.314 -0.395
S 0.9292 0.8307 1.1433 0.053 -0.712 -1.633 0.048
S -0.6532 0.8352 2.4339 -1.256 0.327 -1.366 -0.137
H -1.5853 1.5543 1.6320 1.189 -0.602 0.965 0.247
H -1.2416 -1.1063 0.0599 0.122 0.913 0.507 0.271
H -0.8374 -1.1418 -1.5065 0.677 -0.175 -1.193 0.268
H 2.0475 0.2998 -1.4886 0.618 0.449 0.310 0.383
```
Positions in Å, forces in eV/Å.

Computed properties:
Total charge = +1
ΔE to the lowest compared entry with this formula, charge and spin = 0.0 kcal/mol
F_max = 2.13 eV Å⁻¹
Spin multiplicity = 1
E_tot = -966.60162 hartree
Kohn-Sham gap = 9.8 eV
SMILES = [NH2+]=C(O)SS
HOMO energy = -14.45 eV



No. 6
Computed, not measured: 2 unconnected molecules or ions with the total composition CH4NOS2, with ωB97M-V/def2-TZVPD.

```
9
Properties=species:S:1:pos:R:3:forces:R:3:mulliken_charge:R:1
C 0.0950 -0.5158 -0.7992 0.405 -0.116 1.177 0.649
N -0.2521 0.4410 1.1013 1.499 -1.944 0.696 -0.680
O -0.6614 0.1838 -1.5313 -0.029 3.543 -2.018 -0.422
S 0.0581 -2.1965 -0.4545 -0.298 -0.044 -0.043 0.044
S 1.7573 -0.9389 -0.6491 0.289 0.294 -0.194 -0.002
H -1.1322 0.4199 1.6076 -0.053 -0.305 -0.043 0.282
H -0.0526 1.3889 0.9137 0.368 1.390 -0.111 0.296
H 0.5369 0.0606 1.7121 -1.589 0.712 -0.923 0.352
H -0.3490 1.1569 -1.9005 -0.593 -3.530 1.460 0.482
```
Positions in Å, forces in eV/Å.

Computed properties:
Total charge = +1
ΔE to the lowest compared entry with this formula, charge and spin = 41.9 kcal/mol
F_max = 4.08 eV Å⁻¹
Spin multiplicity = 1
E_tot = -966.53488 hartree
Kohn-Sham gap = 8.5 eV
HOMO energy = -13.93 eV